Below is C3H6N2S in the gas phase at a distorted geometry, with properties calculated with ωB97M-V/def2-TZVPD.

Each line ends with the Mulliken charge.
Geometry (Å):
S 2.49146 0.11082 -1.45029  -0.225
N 1.71448 -0.98145 -0.32371  -0.385
C 0.46439 -0.60350 -0.07554  -0.185
C -0.47387 0.41889 -0.34287  0.036
C -1.43793 0.65141 0.86123  -0.403
N -1.89395 -0.08362 -0.35750  -0.531
H 3.85680 -0.30180 -0.96610  0.186
H 0.27775 -1.02193 0.94021  0.223
H -0.21706 1.12006 -1.07848  0.452
H -1.61498 1.77800 1.13388  0.240
H -1.26586 0.08139 1.74106  0.274
H -1.90124 -1.16829 -0.08188  0.318

Summary:
- SMILES: S/N=C\[C@@H]1CN1
- Kohn-Sham gap: 9.2 eV
- Total charge: 0



Below is C3H3N3O2 in the gas phase at a distorted geometry, with properties calculated with ωB97M-V/def2-TZVPD.

Each line ends with the Mulliken charge.
Geometry (Å):
H -2.12368 0.84878 1.64873  0.331
N -1.36461 1.51235 0.94275  -0.611
C -0.51893 0.67475 0.59404  0.432
N -0.26817 -0.55056 1.27149  -0.536
C 0.34973 -1.46904 0.65274  0.234
O 0.95708 -1.33393 -0.59416  -0.350
C 0.78189 -0.02975 -1.34216  0.450
O 1.06302 -0.00579 -2.47111  -0.406
N 0.49211 1.08294 -0.46399  -0.250
H 0.51865 -2.55124 0.80026  0.379
H 0.11290 1.82149 -1.03859  0.326

Summary:
- SMILES: [H]/N=c1\ncoc(=O)[nH]1
- Kohn-Sham gap: 10.8 eV
- Total charge: 0



Below is 2 unconnected molecules or ions with the total composition C2H9NOS2 at a distorted geometry, with properties calculated with ωB97M-V/def2-TZVPD.

Each line ends with the Mulliken charge.
Geometry (Å):
C -0.29295 1.32207 -1.53451  -0.670
S -0.03253 0.16753 -2.84814  -0.089
S -1.87091 -0.52612 -3.42220  -0.210
H -0.80271 0.87852 -0.68820  0.228
H 0.67646 1.76645 -1.31555  0.261
H -0.91876 2.17432 -1.82852  0.332
H -1.96413 0.39709 -4.42090  0.162
N 1.24747 -0.24519 2.88473  -0.685
C 0.62310 -1.21332 2.01480  -0.258
O -0.08451 -0.56060 0.95194  -0.487
H 0.47562 0.29224 3.29396  0.240
H 1.68882 0.50894 2.37795  0.262
H -0.00155 -1.85390 2.63159  0.324
H 1.42202 -1.84588 1.61155  0.310
H -0.16544 -1.26217 0.29148  0.282

Summary:
- SMILES: CSS.NCO
- Kohn-Sham gap: 9.7 eV
- Total charge: 0



Below is a gas-phase ion, C4H8NO3S (charge -1) at a distorted geometry, with properties calculated with ωB97M-V/def2-TZVPD.

Each line ends with the Mulliken charge.
Geometry (Å):
C -0.31773 -0.33127 -0.13776  0.592
C 0.04259 3.06479 -1.19245  -1.038
C 0.84197 -2.97407 1.65828  -0.855
C -0.09006 1.58784 -1.50274  -0.213
N -0.31811 -0.59695 1.09628  -0.416
O -0.65675 -0.91532 -1.13630  -0.680
O -1.50183 -2.22166 2.76761  -0.663
O 0.05578 1.02526 -0.27734  -0.346
S -0.86341 -2.15567 1.42676  0.448
H -0.85986 3.09512 -0.46680  0.287
H 1.04996 3.37379 -0.86245  0.239
H -0.01847 3.62625 -2.15622  0.307
H 0.49108 -4.02885 1.84169  0.244
H 1.19766 -2.33397 2.48284  0.327
H 1.25363 -2.87163 0.65302  0.250
H 0.78963 1.34511 -2.14460  0.263
H -1.09609 1.31125 -2.04983  0.254

Summary:
- Kohn-Sham gap: 7.7 eV
- Total charge: -1



Below is 10 unconnected molecules or ions with the total composition C44H80F12N14O2P2 at a distorted geometry, with properties calculated with ωB97M-V/def2-TZVPD.

Each line ends with the Mulliken charge.
Geometry (Å):
C 1.87271 -9.38486 -7.54423  -1.025
C 0.99385 -9.01059 -8.80335  -0.505
N 0.56664 -7.61975 -8.94173  0.194
C -0.43015 -7.05916 -8.23352  -0.514
C -0.54379 -5.78248 -8.58316  -0.424
N 0.33452 -5.53557 -9.60246  0.238
C 1.02485 -6.65411 -9.76612  0.034
C 0.32944 -4.37633 -10.48177  -0.750
H 2.93725 -9.28413 -7.70806  0.317
H 1.72926 -10.44113 -7.25866  0.348
H 1.58224 -8.85556 -6.62057  0.319
H 0.10073 -9.68598 -8.72347  0.323
H 1.51563 -9.28427 -9.69876  0.327
H -1.08993 -7.61849 -7.57321  0.411
H -1.22888 -4.97926 -8.33719  0.417
H 1.68361 -6.87163 -10.61618  0.334
H 1.08501 -4.42186 -11.24800  0.334
H 0.42302 -3.47481 -9.89907  0.231
H -0.62975 -4.28427 -11.00417  0.333
C -8.70889 -2.05080 3.70593  -1.273
C -8.11685 -0.74941 4.25402  -0.176
N -9.01596 0.38990 4.49448  0.085
C -8.66172 1.65266 4.29910  -0.330
C -9.66227 2.46524 4.78238  -0.523
N -10.68223 1.60589 5.21575  0.143
C -10.28330 0.37078 5.00402  -0.113
C -11.89768 2.13512 5.82348  -0.874
H -7.99041 -2.51804 3.06920  0.369
H -9.61548 -1.82859 3.09117  0.366
H -8.96606 -2.74887 4.45510  0.356
H -7.41770 -0.42370 3.52171  0.291
H -7.63177 -0.84762 5.22698  0.330
H -7.69437 2.03963 3.98695  0.494
H -9.78990 3.53403 4.72812  0.431
H -10.89377 -0.55078 5.13588  0.397
H -12.72459 2.27700 5.02514  0.308
H -11.83587 3.09614 6.35747  0.357
H -12.24904 1.46721 6.62017  0.358
C 5.87692 -5.81214 6.44078  -1.204
C 4.73835 -5.24212 7.24762  -0.341
N 4.07324 -4.17050 6.51705  0.140
C 4.68248 -3.05223 5.98246  -0.642
C 3.73298 -2.28904 5.44561  -0.331
N 2.55225 -2.99207 5.58144  0.212
C 2.76703 -4.05903 6.30516  -0.098
C 1.14495 -2.60512 5.26456  -0.840
H 5.55291 -5.86754 5.39613  0.349
H 6.21467 -6.76469 6.76088  0.391
H 6.76623 -5.21910 6.48727  0.365
H 5.04249 -4.82625 8.19966  0.317
H 4.03149 -6.01632 7.47548  0.336
H 5.72563 -2.94762 6.07265  0.502
H 3.83204 -1.30221 4.89120  0.375
H 2.07881 -4.74385 6.64205  0.471
H 0.70701 -3.16588 4.36957  0.275
H 1.09308 -1.53596 5.12174  0.311
H 0.45334 -2.87445 6.07116  0.377
C 2.87926 2.96437 7.57202  -0.677
C 1.50633 2.29546 7.33351  -0.332
N 0.76424 3.14925 6.38969  0.281
C 0.05416 4.28305 6.78346  -0.568
C -0.23980 4.98302 5.66925  -0.458
N 0.23827 4.25799 4.60396  0.339
C 0.86556 3.16092 5.03661  -0.067
C 0.13774 4.47420 3.14330  -0.559
H 3.64792 2.19050 7.89591  0.360
H 2.82126 3.70264 8.35543  0.417
H 3.19614 3.34416 6.59524  -0.058
H 1.00275 2.05933 8.28059  0.368
H 1.73882 1.36345 6.83137  0.053
H -0.20469 4.47773 7.80002  0.484
H -0.74991 5.88527 5.36952  0.529
H 1.54595 2.55592 4.43475  0.102
H -0.79248 3.96604 2.80838  0.128
H 1.03472 4.07501 2.63987  0.161
H 0.05147 5.52922 2.89663  0.379
C 0.44925 2.39095 -9.15108  -1.402
C 0.14400 1.02608 -8.71916  -0.236
N -0.92066 0.36598 -9.43183  0.361
C -0.65385 0.06871 -10.72454  -0.215
C -1.53454 -0.86392 -11.15813  -0.860
N -2.34151 -1.17947 -9.99078  0.327
C -1.90555 -0.49095 -8.99981  -0.399
C -3.41763 -2.15745 -9.95974  -0.888
H -0.50493 2.94505 -9.17649  0.345
H 1.01052 2.45964 -10.11843  0.342
H 0.99669 2.88077 -8.37126  0.448
H -0.13559 0.99232 -7.62488  0.385
H 1.03873 0.30186 -8.78824  0.282
H 0.09227 0.52604 -11.34150  0.418
H -1.65721 -1.24867 -12.12933  0.517
H -2.33562 -0.51635 -7.95797  0.475
H -3.12977 -3.08432 -9.41579  0.196
H -3.84956 -2.35794 -10.99310  0.345
H -4.25149 -1.64533 -9.48868  0.429
C -0.14855 0.12551 1.14050  -0.066
C -0.20530 0.26191 -0.37276  -0.835
N -1.58088 0.60397 -0.79109  0.286
C -2.70349 -0.15388 -1.06579  -0.481
C -3.65985 0.76695 -1.48216  -0.577
N -3.08549 1.99425 -1.45568  0.234
C -1.81434 1.87605 -1.07082  -0.135
C -3.89381 3.21021 -1.67548  -0.880
H 0.91259 0.09627 1.49208  0.111
H -0.70119 -0.73615 1.63294  0.278
H -0.70975 0.95190 1.68657  -0.154
H 0.05998 -0.63536 -0.90833  0.409
H 0.44181 1.07874 -0.74355  0.275
H -2.77715 -1.18207 -0.88384  0.552
H -4.65757 0.61178 -1.80114  0.534
H -1.10493 2.69747 -1.02051  0.319
H -3.33048 4.06332 -1.19258  0.307
H -4.83865 3.04480 -1.20592  0.393
H -3.97963 3.39128 -2.78996  0.313
C 8.71949 5.60468 0.73528  -0.972
C 7.36676 6.07789 1.33815  -0.660
N 7.18290 5.56343 2.72382  0.135
C 7.91322 5.87822 3.83127  -0.428
C 7.47848 5.19586 4.94749  -0.374
N 6.44464 4.46689 4.44863  0.068
C 6.27036 4.68275 3.15900  -0.175
C 5.58506 3.55995 5.18881  -0.686
H 8.86484 6.23728 -0.15855  0.340
H 8.73933 4.57853 0.44923  0.318
H 9.44291 5.84260 1.48273  0.354
H 6.54331 5.83186 0.73759  0.404
H 7.28172 7.15267 1.44734  0.376
H 8.80974 6.41360 3.71641  0.438
H 7.84373 5.21593 5.91705  0.493
H 5.54564 4.11720 2.54015  0.531
H 5.67695 2.56551 4.74032  0.291
H 4.56607 3.90036 5.00460  0.318
H 5.91696 3.65274 6.19783  0.226
C 1.17908 -1.77007 -6.32271  -0.925
C -0.19384 -1.94805 -6.89455  0.559
O -0.39078 -2.68267 -7.93863  -0.450
O -1.06451 -1.16940 -6.41853  -0.770
H 1.23262 -2.01983 -5.25636  0.301
H 1.38793 -0.67463 -6.42211  0.203
H 1.95835 -2.31537 -6.89636  0.267
P 3.68321 1.26393 2.79754  1.377
F 4.20081 2.76292 2.25992  -0.514
F 5.15332 0.85302 3.23349  -0.396
F 3.57633 1.87112 4.32559  -0.226
F 3.13447 -0.11897 3.30482  -0.399
F 2.17868 1.69833 2.44997  -0.259
F 3.87813 0.70143 1.33442  -0.357
P -3.51269 2.34146 2.76899  1.264
F -4.38181 1.67792 1.59356  -0.342
F -4.56458 1.77521 3.81436  -0.291
F -2.43983 1.08688 2.87711  -0.363
F -2.57009 3.05697 3.90283  -0.324
F -2.46129 3.02565 1.56240  -0.468
F -4.47442 3.64326 2.65999  -0.422

Summary:
- Kohn-Sham gap: 7.9 eV
- Total charge: +4



For the records above, the corresponding ΔE to the lowest compared entry with this formula, charge and spin values read 398.6, 236.3, 52.2, 158.7, 0.0 kJ/mol.
For the records above, the corresponding lowest unoccupied orbital energy values read 0.02265, 0.00833, 0.02426, 0.13921, -0.21391 Eh.